Here is a molecular structure, C4H7N3 from OMol25. Energies are from ωB97M-V/def2-TZVPD.

Positions of all 14 atoms, in Å:
N (-2.269, -0.607, 0.465)
C (-1.107, 0.095, 0.146)
C (0.233, -0.201, -0.430)
C (1.224, -0.049, 0.683)
N (2.319, -0.761, 0.459)
C (0.190, 1.291, -0.900)
N (-0.994, 1.381, -0.112)
H (-2.966, -0.583, -0.277)
H (-2.062, -1.573, 0.684)
H (0.363, -0.985, -1.190)
H (3.101, -0.709, 1.101)
H (2.463, -1.394, -0.327)
H (1.014, 1.914, -0.545)
H (-1.510, 2.182, 0.243)

Atomic forces in eV per Å
0.2 -0.1 -0.1
-0.1 0.2 -0.2
0.1 -0.2 -0.1
0.1 -0.3 -0.2
0.1 0.0 0.1
0.3 0.1 0.1
-0.2 -0.1 0.3
0.1 0.1 0.1
0.0 0.1 0.1
-0.1 0.0 0.3
-0.3 0.1 -0.1
-0.1 0.1 0.0
-0.1 0.3 0.0
0.0 -0.3 -0.2

**Molecular weight**: 97.12 g mol⁻¹
**Strongest force on any atom**: 0.4 eV/Å
**Energy above the lowest of the compared OMol25 structures with the same formula, charge and spin**: 114.5 kcal per mole
**Gap between HOMO and LUMO (spin up / spin down)**: 7.67 / 7.67 eV